{
  "formula": "C4H5NOS",
  "method": "wB97M-V/def2-TZVPD",
  "elements": ["C", "C", "C", "C", "N", "O", "S", "H", "H", "H", "H", "H"],
  "xyz": [[1.6284, -1.3285, -0.3937], [-0.7589, 0.7300, 0.4842], [0.5207, 0.6358, 0.7543], [-0.3838, -1.9248, -2.0339], [1.4495, -0.4374, 0.6507], [2.4134, -2.2211, -0.3475], [0.8404, -0.8783, -2.0317], [-1.1961, -0.1150, 0.0844], [-1.0905, 1.6695, 0.6998], [0.8589, 1.5155, 1.2074], [-0.6768, -1.9264, -3.0491], [1.8409, -0.5856, 1.5421]],
  "atomic_forces_ev_per_a": [[0.303, 1.759, 0.941], [2.183, -1.618, -0.251], [0.221, -0.504, -0.077], [0.210, -0.587, 1.069], [-1.769, 0.763, -1.381], [0.032, -0.775, -0.209], [0.836, -0.074, 0.646], [-1.820, -1.143, -0.875], [-1.929, 1.982, 0.209], [1.561, 0.985, 0.691], [-0.982, 0.145, -1.453], [1.155, -0.934, 0.690]],
  "gap_ev": 8.8,
  "total_energy_ev": -18597.7601,
  "relative_energy_ev": 4.159,
  "charge": 0,
  "lumo_energy_ev": -0.18
}